(1)
{
  "formula": "C19H38F8N4O5P",
  "method": "the ωB97M-V functional and the def2-TZVPD basis",
  "orbital_gap_ha": 0.23934,
  "max_force_ha_per_bohr": 0.00689,
  "homo_ev": -10.3,
  "energy_ha": -2481.9596,
  "total_charge": 1,
  "e_lumo_ha": -0.1402,
  "species": ["F", "C", "F", "C", "F", "F", "C", "F", "F", "C", "F", "F", "C", "O", "C", "C", "P", "H", "H", "H", "H", "H", "H", "H", "H", "H", "H", "C", "O", "N", "C", "C", "H", "H", "H", "H", "H", "H", "H", "C", "O", "N", "C", "C", "H", "H", "H", "H", "H", "H", "H", "C", "O", "N", "C", "C", "H", "H", "H", "H", "H", "H", "H", "C", "O", "N", "C", "C", "H", "H", "H", "H", "H", "H", "H"],
  "xyz": [[-0.959, -2.304, 1.837], [-0.307, -2.168, 0.655], [0.281, -3.342, 0.350], [0.811, -1.116, 0.813], [1.599, -1.444, 1.857], [1.532, -1.124, -0.319], [0.272, 0.320, 1.041], [-0.333, 0.368, 2.253], [-0.678, 0.554, 0.111], [1.346, 1.467, 0.982], [2.586, 0.941, 0.952], [1.161, 2.179, -0.148], [1.262, 2.474, 2.129], [1.789, 1.885, 3.297], [1.472, 2.553, 4.476], [2.253, 3.900, 4.628], [1.192, 5.295, 5.012], [-1.011, -1.902, -0.140], [1.856, 3.337, 1.793], [0.219, 2.789, 2.270], [1.766, 1.906, 5.307], [0.381, 2.711, 4.563], [2.815, 4.167, 3.727], [2.977, 3.842, 5.451], [0.300, 5.560, 3.974], [0.443, 5.070, 6.165], [1.945, 6.457, 5.184], [-5.757, -0.901, 3.976], [-6.928, -0.819, 3.671], [-4.733, -0.665, 3.126], [-3.347, -0.778, 3.528], [-5.044, -0.272, 1.761], [-5.424, -1.183, 4.990], [-2.842, 0.185, 3.410], [-2.832, -1.520, 2.921], [-3.292, -1.075, 4.574], [-5.631, 0.646, 1.750], [-5.625, -1.045, 1.258], [-4.114, -0.114, 1.218], [2.747, 3.447, -2.767], [3.114, 4.501, -2.270], [2.948, 3.083, -4.042], [2.478, 1.812, -4.566], [3.657, 3.996, -4.923], [2.207, 2.685, -2.186], [3.303, 1.211, -4.942], [1.765, 1.976, -5.377], [1.981, 1.255, -3.774], [4.658, 4.197, -4.539], [3.128, 4.947, -4.994], [3.731, 3.548, -5.910], [-7.796, -3.720, -0.107], [-8.312, -4.103, -1.136], [-7.002, -4.483, 0.677], [-6.399, -3.969, 1.886], [-6.755, -5.858, 0.278], [-7.934, -2.697, 0.285], [-5.308, -4.016, 1.821], [-6.722, -4.542, 2.758], [-6.700, -2.932, 2.032], [-6.282, -5.892, -0.704], [-7.691, -6.413, 0.218], [-6.103, -6.328, 1.011], [5.079, -1.282, -6.050], [4.015, -0.963, -5.549], [6.206, -1.519, -5.355], [7.446, -1.901, -6.001], [6.166, -1.392, -3.908], [5.205, -1.406, -7.138], [7.777, -2.880, -5.651], [8.229, -1.171, -5.793], [7.295, -1.951, -7.077], [5.433, -2.078, -3.484], [5.884, -0.378, -3.622], [7.150, -1.619, -3.505]],
  "lowdin_charge": [0.09, -0.28, 0.12, -0.39, 0.16, 0.16, -0.33, 0.13, 0.15, -0.40, 0.15, 0.13, -0.09, -0.10, -0.24, -0.33, 1.08, 0.18, 0.15, 0.15, 0.14, 0.12, 0.11, 0.11, 0.02, 0.02, 0.02, -0.36, 0.02, -0.19, -0.06, -0.03, 0.13, 0.08, 0.07, 0.09, 0.10, 0.08, 0.08, -0.37, -0.01, -0.19, -0.04, -0.04, 0.11, 0.06, 0.09, 0.08, 0.09, 0.09, 0.09, -0.35, 0.02, -0.20, -0.06, -0.04, 0.13, 0.09, 0.09, 0.05, 0.09, 0.09, 0.08, -0.34, 0.00, -0.20, -0.06, -0.04, 0.14, 0.09, 0.09, 0.08, 0.09, 0.09, 0.09]
}


(2)
{
  "formula": "C26H17Cl2INO2SSc",
  "method": "the ωB97M-V functional and the def2-TZVPD basis",
  "orbital_gap_ha": 0.29640,
  "max_force_ha_per_bohr": 0.01048,
  "e_above_lowest_kcal_mol": 0.0,
  "homo_ev": -8.1,
  "energy_ha": -3583.3708,
  "total_charge": 0,
  "e_lumo_ha": -0.0030,
  "species": ["Sc", "Cl", "C", "C", "C", "C", "C", "Cl", "C", "S", "H", "H", "H", "N", "C", "C", "C", "C", "C", "C", "C", "C", "C", "C", "C", "C", "C", "H", "H", "H", "H", "H", "H", "H", "H", "H", "H", "I", "C", "C", "C", "C", "C", "C", "C", "O", "O", "H", "H", "H", "H"],
  "xyz": [[0.311, 0.594, -1.065], [1.380, 0.688, 1.375], [1.722, -0.985, 1.830], [2.292, -1.145, 3.077], [2.546, -2.432, 3.524], [2.220, -3.507, 2.713], [1.652, -3.295, 1.468], [1.266, -4.712, 0.533], [1.376, -2.018, 0.959], [0.655, -1.826, -0.626], [2.526, -0.282, 3.684], [2.993, -2.593, 4.495], [2.403, -4.522, 3.035], [-1.395, 1.361, -0.369], [-2.316, 1.120, 0.464], [-2.331, -0.175, 1.229], [-2.923, -1.297, 0.661], [-2.837, -2.528, 1.293], [-2.170, -2.643, 2.506], [-1.608, -1.519, 3.094], [-1.695, -0.286, 2.460], [-3.435, 2.089, 0.695], [-4.163, 2.092, 1.881], [-5.165, 3.031, 2.087], [-5.466, 3.954, 1.097], [-4.758, 3.941, -0.100], [-3.745, 3.019, -0.295], [-3.424, -1.209, -0.296], [-3.277, -3.402, 0.831], [-2.089, -3.607, 2.991], [-1.091, -1.603, 4.042], [-1.249, 0.594, 2.909], [-3.948, 1.357, 2.648], [-5.714, 3.035, 3.019], [-6.255, 4.679, 1.255], [-4.998, 4.654, -0.879], [-3.170, 3.009, -1.212], [7.140, -0.230, -6.285], [5.472, 0.138, -5.113], [5.628, 0.363, -3.750], [4.512, 0.617, -2.970], [3.251, 0.626, -3.552], [3.101, 0.389, -4.913], [4.214, 0.154, -5.704], [2.054, 0.872, -2.724], [2.186, 1.396, -1.569], [0.889, 0.531, -3.109], [6.612, 0.342, -3.304], [4.613, 0.805, -1.910], [2.110, 0.386, -5.346], [4.102, -0.022, -6.764]],
  "lowdin_charge": [0.79, 0.77, -0.60, -0.12, -0.08, -0.11, -0.68, 0.66, -0.69, 0.61, 0.11, 0.11, 0.10, -0.02, -0.34, -0.22, -0.04, -0.07, -0.08, -0.08, -0.07, -0.17, -0.03, -0.08, -0.09, -0.08, -0.03, 0.12, 0.11, 0.10, 0.11, 0.11, 0.11, 0.10, 0.10, 0.10, 0.10, 0.89, -0.74, -0.14, 0.00, -0.13, 0.00, -0.14, -0.57, -0.10, -0.07, 0.09, 0.13, 0.13, 0.09]
}


(3)
{
  "formula": "C30H41Br24Cl2N2O2",
  "method": "the ωB97M-V functional and the def2-TZVPD basis",
  "orbital_gap_ha": 0.27534,
  "max_force_ha_per_bohr": 0.02457,
  "homo_ev": -11.4,
  "energy_ha": -64124.1223,
  "total_charge": 1,
  "e_lumo_ha": -0.1439,
  "species": ["C", "C", "C", "C", "C", "C", "C", "C", "C", "C", "C", "C", "C", "C", "O", "O", "C", "C", "Cl", "C", "C", "Cl", "C", "N", "C", "C", "C", "N", "H", "H", "H", "H", "H", "H", "H", "H", "H", "H", "H", "H", "H", "H", "H", "H", "H", "H", "H", "H", "H", "H", "H", "H", "H", "H", "H", "H", "H", "H", "H", "H", "H", "C", "Br", "Br", "Br", "H", "C", "Br", "Br", "Br", "H", "C", "Br", "Br", "Br", "H", "C", "Br", "Br", "Br", "H", "C", "Br", "Br", "Br", "H", "C", "Br", "Br", "Br", "H", "C", "Br", "Br", "Br", "H", "C", "Br", "Br", "Br", "H"],
  "xyz": [[0.504, -0.755, 5.533], [-0.402, -1.851, 4.992], [-1.389, -1.414, 3.890], [-1.035, -0.124, 3.166], [-2.161, 0.281, 2.148], [-1.594, 0.373, 0.766], [-0.691, 1.399, 0.390], [-0.375, 2.515, 1.357], [1.130, 2.689, 1.576], [-1.046, 3.827, 0.859], [-2.559, 3.835, 1.115], [-2.937, 4.228, 2.545], [-0.096, 1.324, -0.867], [1.029, 2.221, -1.302], [2.110, 1.727, -1.328], [0.802, 3.473, -1.677], [-0.422, 0.270, -1.766], [0.188, 0.103, -3.099], [0.101, 1.458, -4.163], [0.768, -1.030, -3.507], [0.935, -2.270, -2.680], [1.433, -1.146, -5.079], [-1.369, -0.646, -1.346], [-1.928, -0.592, -0.121], [-2.917, -1.640, 0.211], [-4.323, -1.093, 0.350], [-4.703, 0.210, -0.305], [-5.117, -1.783, 1.041], [1.266, -0.453, 4.818], [1.001, -1.075, 6.443], [-0.044, 0.150, 5.789], [0.225, -2.657, 4.623], [-0.991, -2.229, 5.819], [-2.404, -1.349, 4.275], [-1.397, -2.196, 3.129], [-0.105, -0.261, 2.621], [-0.907, 0.704, 3.850], [-2.928, -0.477, 2.221], [-2.593, 1.229, 2.437], [-0.823, 2.312, 2.319], [1.307, 3.128, 2.551], [1.523, 3.412, 0.864], [1.689, 1.768, 1.479], [-0.585, 4.677, 1.351], [-0.925, 3.867, -0.217], [-2.969, 2.864, 0.846], [-2.989, 4.535, 0.403], [-2.198, 4.919, 2.935], [-3.051, 3.369, 3.202], [-3.897, 4.736, 2.537], [1.644, 3.938, -1.546], [1.368, -2.051, -1.710], [1.561, -2.963, -3.224], [-0.010, -2.786, -2.542], [-1.668, -1.444, -1.998], [-2.626, -2.190, 1.096], [-2.947, -2.326, -0.628], [-4.754, 1.004, 0.435], [-4.029, 0.531, -1.095], [-5.691, 0.109, -0.737], [-6.038, -1.348, 1.055], [5.129, 0.266, 2.423], [4.377, 1.114, 0.868], [6.770, 1.098, 2.968], [3.852, 0.197, 3.866], [5.358, -0.755, 2.153], [-0.461, -5.475, 6.907], [0.498, -6.322, 5.469], [0.584, -4.056, 7.684], [-2.202, -4.885, 6.337], [-0.619, -6.217, 7.676], [0.226, 6.808, -3.184], [-0.478, 7.568, -4.798], [1.848, 7.683, -2.632], [-1.080, 6.791, -1.769], [0.477, 5.778, -3.396], [-0.138, 1.723, -7.916], [0.520, 3.428, -8.511], [-2.052, 1.734, -7.709], [0.444, 0.292, -9.060], [0.287, 1.539, -6.940], [4.262, -4.543, -5.376], [5.583, -5.863, -5.820], [2.920, -5.251, -4.184], [5.067, -2.944, -4.669], [3.759, -4.271, -6.292], [-0.848, -8.946, 2.635], [-1.767, -7.740, 1.443], [-2.083, -9.985, 3.678], [0.400, -10.059, 1.687], [-0.278, -8.340, 3.323], [1.937, 11.260, -4.230], [1.735, 11.090, -6.135], [3.258, 12.577, -3.766], [0.253, 11.607, -3.368], [2.290, 10.308, -3.863], [4.301, -8.949, -2.273], [4.132, -9.262, -4.163], [5.427, -7.435, -1.894], [2.581, -8.783, -1.424], [4.784, -9.816, -1.849]],
  "lowdin_charge": [-0.12, -0.27, -0.19, -0.16, -0.08, -0.09, -0.03, -0.28, -0.04, -0.16, -0.23, -0.08, 0.04, -0.55, 0.12, 0.11, -0.12, -0.65, 0.78, -0.70, -0.09, 0.73, 0.04, 0.02, -0.05, -0.41, -0.01, 0.17, 0.00, 0.06, 0.08, 0.10, 0.04, 0.12, 0.11, 0.13, 0.11, 0.09, 0.11, 0.11, 0.10, 0.08, 0.03, 0.12, 0.08, 0.08, 0.10, 0.08, 0.06, 0.08, 0.15, 0.10, -0.01, 0.08, 0.14, 0.13, 0.14, 0.09, 0.08, 0.09, 0.08, -1.63, 0.63, 0.60, 0.60, -0.03, -1.61, 0.59, 0.62, 0.60, -0.03, -1.64, 0.60, 0.61, 0.59, -0.05, -1.67, 0.58, 0.56, 0.58, -0.10, -1.62, 0.58, 0.57, 0.57, -0.03, -1.66, 0.55, 0.58, 0.57, -0.09, -1.67, 0.57, 0.58, 0.56, -0.10, -1.63, 0.56, 0.55, 0.55, -0.03]
}